Run one
{
  "formula": "C6H11N2",
  "method": "wB97M-V/def2-TZVPD",
  "symbols": ["C", "C", "C", "C", "C", "C", "N", "N", "H", "H", "H", "H", "H", "H", "H", "H", "H", "H", "H"],
  "coordinates": [[1.74, 1.60, -0.21], [1.36, -1.67, 1.16], [0.84, 0.81, 0.78], [1.30, -0.35, 1.07], [-1.57, -0.61, 0.15], [-1.72, 0.28, -2.21], [-1.47, -0.98, 1.35], [-1.43, -0.16, -0.91], [2.69, 1.03, -0.27], [1.16, 1.72, -1.10], [1.00, -2.43, 0.42], [2.03, -2.19, 1.93], [-0.05, 1.19, 1.13], [-2.71, 0.23, -2.28], [-1.16, -0.38, -2.90], [-1.21, 1.21, -2.27], [-2.16, -0.58, 2.02], [-0.51, -1.24, 1.72], [1.89, 2.53, 0.40]],
  "homo_lumo_gap_ev": 9.781,
  "total_charge": 1
}

---

Run two
{
  "formula": "C6H11N2",
  "method": "wB97M-V/def2-TZVPD",
  "symbols": ["C", "C", "C", "C", "C", "C", "N", "N", "H", "H", "H", "H", "H", "H", "H", "H", "H", "H", "H"],
  "coordinates": [[1.28, 0.41, 0.57], [-0.59, -0.98, 1.52], [0.16, 0.38, 1.62], [0.38, 0.92, -0.55], [-0.80, 0.87, 0.51], [0.22, -0.27, -1.44], [0.52, -0.27, -2.68], [-1.44, -0.43, 0.40], [2.01, 1.14, 0.91], [1.51, -0.68, 0.40], [-0.12, -2.02, 1.28], [-1.16, -1.23, 2.41], [0.25, 0.72, 2.63], [0.58, 1.96, -1.16], [-1.31, 1.78, 0.70], [-0.23, -1.17, -1.09], [0.31, -1.07, -3.25], [0.78, 0.52, -3.30], [-2.36, -0.59, 0.52]],
  "smiles": "[NH2+]=C[C@@H]1C[C@@H]2CN[C@@H]21",
  "homo_lumo_gap_ev": 8.935,
  "total_charge": 1
}

---

It comes down to run two, which is 0.866 eV more stable than the next structure.

---

Run one
{
  "formula": "C6H11N2",
  "method": "wB97M-V/def2-TZVPD",
  "symbols": ["C", "C", "C", "C", "C", "C", "N", "N", "H", "H", "H", "H", "H", "H", "H", "H", "H", "H", "H"],
  "coordinates": [[0.97, 2.07, -0.44], [1.64, 1.00, -0.54], [-1.43, 0.18, -0.28], [-0.30, -0.10, 0.61], [-2.92, -0.11, 0.02], [2.11, -0.78, 1.05], [-0.82, 1.21, 0.46], [1.08, -0.23, -0.01], [0.84, 3.04, -0.67], [2.66, 0.87, -0.86], [-1.20, 0.05, -1.32], [-0.28, -0.48, 1.66], [-2.94, -0.19, 1.13], [-3.14, -1.06, -0.54], [-3.51, 0.80, -0.38], [1.86, -0.06, 1.90], [1.85, -1.84, 1.21], [3.15, -0.75, 0.62], [0.92, -1.01, -0.85]],
  "homo_lumo_gap_ev": [9.106, 9.103],
  "total_charge": 1
}

---

Run two
{
  "formula": "C6H11N2",
  "method": "wB97M-V/def2-TZVPD",
  "symbols": ["C", "C", "C", "C", "N", "C", "C", "N", "H", "H", "H", "H", "H", "H", "H", "H", "H", "H", "H"],
  "coordinates": [[1.78, 1.52, -0.55], [0.59, 0.76, -1.04], [-0.44, 0.40, -0.23], [-0.63, 0.89, 1.07], [-1.83, 0.55, 1.44], [-2.42, -0.31, 0.49], [-1.62, -0.37, -0.55], [1.10, -2.43, -0.22], [1.40, 2.43, -0.10], [2.43, 1.77, -1.38], [0.35, 0.81, -2.09], [1.18, -2.51, 0.78], [-0.02, 1.29, 1.87], [-2.31, 0.96, 2.23], [-3.21, -1.00, 0.72], [-1.73, -1.04, -1.38], [2.40, 1.01, 0.18], [1.54, -3.19, -0.71], [1.46, -1.54, -0.53]],
  "homo_lumo_gap_ev": 7.492,
  "total_charge": 1
}

---

It comes down to run two, which is 4.535 eV more stable than the next structure.

---

Run one
{
  "formula": "C5H36N2O13",
  "method": "wB97M-V/def2-TZVPD",
  "symbols": ["O", "C", "N", "C", "C", "C", "N", "C", "H", "H", "H", "H", "H", "H", "H", "H", "H", "H", "H", "H", "H", "H", "O", "H", "H", "O", "H", "H", "O", "H", "H", "O", "H", "H", "O", "H", "H", "O", "H", "H", "O", "H", "H", "O", "H", "H", "O", "H", "H", "O", "H", "H", "O", "H", "H", "O"],
  "coordinates": [[0.28, -3.26, 1.80], [-0.48, -2.40, 1.46], [-0.13, -1.06, 1.72], [-0.60, 0.01, 0.81], [-1.43, 1.05, 1.59], [-1.67, 2.34, 0.78], [-2.17, 2.13, -0.60], [0.63, 0.67, 0.19], [-1.50, -2.58, 1.06], [0.81, -0.94, 2.09], [-1.24, -0.41, 0.01], [-0.91, 1.30, 2.55], [-2.39, 0.58, 1.93], [-2.37, 3.00, 1.41], [-0.74, 2.91, 0.72], [-2.22, 1.14, -0.83], [-3.07, 2.55, -0.73], [1.29, 1.14, 0.96], [1.33, -0.06, -0.32], [0.39, 1.37, -0.59], [3.86, -0.35, 2.63], [2.98, -1.02, 1.52], [3.12, -0.19, 2.00], [0.04, -0.37, -3.67], [-0.52, 1.03, -3.37], [-0.76, 0.14, -3.66], [-2.62, -1.29, 2.68], [-3.69, -1.44, 1.63], [-3.41, -1.81, 2.47], [1.56, 1.90, -2.34], [2.74, 1.50, -1.47], [2.36, 1.35, -2.35], [2.37, -1.55, -3.23], [2.00, -0.23, -2.51], [1.71, -1.16, -2.67], [-1.48, -1.72, -1.53], [-1.84, -0.73, -2.57], [-2.22, -1.23, -1.84], [-0.75, 2.59, -1.90], [-0.17, 3.33, -3.13], [-0.08, 2.53, -2.59], [1.87, 0.71, 3.43], [0.47, 0.26, 3.78], [1.16, 0.83, 4.09], [3.35, 1.02, 0.76], [4.54, 1.70, -0.03], [3.57, 1.64, 0.05], [0.63, -2.00, -1.62], [0.01, -3.41, -1.23], [0.07, -2.46, -0.97], [-3.96, 0.24, 0.11], [-3.46, -0.96, -0.63], [-4.03, -0.70, 0.09], [1.94, -2.89, 1.32], [2.16, -2.28, -0.03], [2.64, -2.48, 0.76]],
  "homo_lumo_gap_ev": 10.029,
  "total_charge": 0
}

---

Run two
{
  "formula": "C5H36N2O13",
  "method": "wB97M-V/def2-TZVPD",
  "symbols": ["C", "N", "C", "C", "C", "C", "N", "O", "H", "H", "H", "H", "H", "H", "H", "H", "H", "H", "H", "H", "H", "H", "O", "H", "H", "O", "H", "H", "O", "H", "H", "O", "H", "H", "O", "H", "H", "O", "H", "H", "O", "H", "H", "O", "H", "H", "O", "H", "H", "O", "H", "H", "O", "H", "H", "O"],
  "coordinates": [[3.66, -0.28, 0.57], [2.48, -0.70, 0.14], [1.36, -0.81, 1.03], [2.07, -3.03, -0.70], [2.38, -1.58, -1.13], [1.28, -1.05, -2.11], [0.61, 0.22, -1.83], [3.76, 0.06, 1.77], [4.50, -0.41, -0.03], [0.81, 0.18, 1.25], [0.65, -1.57, 0.55], [1.66, -1.09, 2.05], [1.07, -3.07, -0.37], [2.72, -3.41, 0.13], [2.15, -3.74, -1.57], [3.35, -1.47, -1.73], [1.76, -1.24, -3.25], [0.39, -1.66, -2.27], [-0.12, 0.23, -1.21], [1.22, 0.93, -1.41], [0.09, 1.62, 3.33], [0.00, 0.56, 4.34], [-0.19, 0.78, 3.41], [-1.59, -1.95, -0.01], [-1.62, -0.60, -0.83], [-1.79, -1.53, -0.79], [2.57, 3.20, -1.36], [3.32, 1.78, -1.51], [3.10, 2.59, -1.93], [-3.99, 0.40, 2.01], [-3.80, -0.45, 0.61], [-3.57, 0.31, 1.17], [1.92, 2.39, 1.56], [2.47, 1.97, 2.81], [1.83, 2.54, 2.44], [-1.26, 1.93, -1.05], [-2.18, 1.45, 0.00], [-1.24, 1.68, -0.07], [-2.11, -0.35, 1.75], [-0.66, -0.13, 2.19], [-1.29, -0.64, 1.71], [-3.33, -1.73, -1.36], [-3.81, -2.23, -2.72], [-4.09, -2.00, -1.87], [1.15, 3.55, 0.96], [-0.03, 2.93, 0.01], [0.87, 3.44, 0.05], [-2.59, -4.03, -1.60], [-1.58, -2.82, -2.08], [-1.88, -3.64, -2.26], [-1.11, 2.31, -3.46], [-2.34, 3.13, -2.91], [-1.78, 2.23, -2.90], [-2.25, 2.07, 4.03], [-2.22, 1.14, 2.93], [-2.79, 1.62, 3.53]],
  "homo_lumo_gap_ev": 9.449,
  "total_charge": 0
}

---

It comes down to run one, which is 6.114 eV more stable than the next structure.

---

Run one
{
  "formula": "C4H14NO3",
  "method": "wB97M-V/def2-TZVPD",
  "symbols": ["O", "C", "C", "N", "C", "C", "H", "H", "H", "H", "H", "H", "H", "H", "H", "H", "H", "H", "O", "H", "H", "O"],
  "coordinates": [[1.27, 0.58, 0.56], [0.31, 0.61, -0.24], [0.12, -0.30, -1.40], [-1.26, -0.66, -1.39], [-1.48, 0.29, 2.77], [1.08, -1.59, -1.23], [-0.51, 1.35, -0.13], [0.47, 0.42, -2.25], [-1.56, -1.01, -2.32], [-0.52, 0.71, 2.34], [-2.17, 1.08, 2.86], [-1.28, -0.25, 3.74], [-1.88, -0.41, 2.01], [0.83, -2.00, -0.25], [2.08, -1.26, -1.11], [0.98, -2.37, -2.03], [4.43, 0.99, -0.81], [3.04, 0.68, -0.08], [3.70, 0.36, -0.79], [-2.89, 1.75, -0.14], [-2.10, 0.21, -0.41], [-2.67, 0.80, 0.31]],
  "s_squared": 1.76,
  "multiplicity": 2,
  "homo_lumo_gap_ev": [4.632, 6.272],
  "total_charge": 2
}

---

Run two
{
  "formula": "C4H14NO3",
  "method": "wB97M-V/def2-TZVPD",
  "symbols": ["C", "C", "C", "N", "C", "H", "H", "H", "H", "H", "H", "H", "H", "H", "H", "O", "H", "H", "O", "H", "H", "O"],
  "coordinates": [[-0.26, -2.69, 1.05], [0.56, -1.43, 0.78], [0.13, -0.26, 0.23], [0.79, 0.86, 0.23], [-0.15, 1.99, 0.25], [0.38, -3.59, 1.21], [-0.82, -2.68, 2.03], [-0.85, -2.99, 0.24], [1.56, -1.47, 1.07], [-1.01, -0.29, -0.02], [-0.62, 2.16, 1.23], [0.19, 3.01, 0.01], [-1.07, 1.87, -0.37], [-0.84, -0.25, 3.88], [-0.02, -0.21, 2.58], [-0.80, 0.13, 3.00], [-0.46, 0.30, -2.86], [-1.84, -0.52, -3.22], [-1.47, 0.24, -2.68], [2.46, 1.36, -2.57], [1.49, 0.85, -1.50], [1.55, 0.98, -2.47]],
  "s_squared": 0.76,
  "multiplicity": 2,
  "homo_lumo_gap_ev": [6.827, 3.434],
  "total_charge": 2
}

---

It comes down to run two, which is 2.352 eV more stable than the next structure.

---

Run one
{
  "formula": "C3H3IO",
  "method": "wB97M-V/def2-TZVPD",
  "symbols": ["C", "C", "C", "O", "I", "H", "H", "H"],
  "coordinates": [[0.47, 0.09, 0.07], [-0.86, -0.53, -0.07], [0.86, 0.92, -0.90], [-1.39, -0.87, -1.09], [2.67, 1.98, -0.67], [0.95, -0.14, 0.95], [-1.49, -0.71, 0.83], [0.47, 1.06, -1.94]],
  "smiles": "O=C/C=C/I",
  "homo_lumo_gap_ev": 9.426,
  "total_charge": 0
}

---

Run two
{
  "formula": "C3H3IO",
  "method": "wB97M-V/def2-TZVPD",
  "symbols": ["C", "C", "C", "O", "I", "H", "H", "H"],
  "coordinates": [[0.44, -0.34, 0.73], [0.98, 0.87, 0.33], [-0.62, -0.01, -0.11], [-0.16, 1.26, -0.37], [-2.69, -0.44, -0.13], [0.86, -1.20, 1.17], [1.70, 1.64, 0.40], [-0.51, -1.79, -2.02]],
  "homo_lumo_gap_ev": [7.785, 8.889],
  "total_charge": 0
}

---

It comes down to run one, which is 5.261 eV more stable than the next structure.